Record 1
DFT (wB97M-V/def2-TZVPD) results for a cluster of 2 separate species, CH6NO2 in total.

Geometry as XYZ:
```
10
Properties=species:S:1:pos:R:3:forces:R:3
O 0.341013 0.433934 2.002664 -0.199 -0.226 -0.072
H 0.818350 1.116681 2.485011 -0.035 0.070 -0.017
H 0.090999 -0.232931 2.652680 0.129 0.094 0.136
H 1.666049 0.033931 -1.941469 -0.135 0.247 -0.254
C -0.126727 -0.233619 -1.370142 -0.330 -0.241 0.191
N -0.906895 -0.246602 -0.347492 -0.070 0.163 -0.349
O 1.019585 0.350782 -1.291860 0.301 -0.118 0.233
H -0.470951 -0.706660 -2.287430 0.229 -0.060 -0.020
H -0.630971 0.190591 0.550889 0.206 -0.066 0.018
H -1.800448 -0.706109 -0.452854 -0.096 0.137 0.134
```
Positions in Å, forces in eV/Å.

Output
- multiplicity = 1
- electronic energy (Ha) = -246.6899
- net charge = +1

natural (NBO) population analysis, charges in e, atoms 1 to 8:
1. O -0.970
2. H 0.512
3. H 0.498
4. H 0.537
5. C 0.554
6. N -0.669
7. O -0.583
8. H 0.209

---

Record 2
DFT (wB97M-V/def2-TZVPD) results for the molecule CH6NP.

Geometry as XYZ:
```
9
Properties=species:S:1:pos:R:3:forces:R:3
C -1.183521 0.213813 0.137547 -0.806 -0.627 0.604
P 0.525293 0.944330 0.001311 -0.471 -0.273 -1.888
N 1.354897 -0.535719 0.122321 2.245 0.246 -0.356
H -1.179685 -0.634344 0.924516 -0.022 1.569 -1.034
H -1.583022 -0.239984 -0.798510 0.484 0.378 0.603
H -1.888214 1.029943 0.449413 0.543 -0.880 -0.137
H 0.516603 1.121687 -1.574976 -0.111 -0.248 2.031
H 2.380805 -0.519210 0.200088 -0.868 0.374 -0.079
H 1.056844 -1.380518 0.538287 -0.994 -0.540 0.257
```
Positions in Å, forces in eV/Å.

Output
- multiplicity = 1
- SMILES = CPN
- electronic energy (Ha) = -437.7759

natural (NBO) population analysis, charges in e, atoms 1 to 8:
1. C -0.955
2. P 0.768
3. N -1.195
4. H 0.229
5. H 0.235
6. H 0.234
7. H -0.092
8. H 0.387

---

Record 3
DFT (wB97M-V/def2-TZVPD) results for the molecule CH6NPS.

Geometry as XYZ:
```
10
Properties=species:S:1:pos:R:3:forces:R:3
C -0.847605 -0.929654 -0.488931 -0.980 1.207 0.906
P 0.245724 0.526263 -0.027758 -0.062 -2.044 -3.557
N -0.389612 1.571042 0.887025 -1.770 -1.845 0.692
S 2.198448 -0.305491 0.404314 -1.751 0.261 0.830
H -0.905754 -1.708335 0.282888 -0.154 0.414 -0.051
H -1.871361 -0.486131 -0.721403 1.205 -0.579 0.574
H -0.516698 -1.405517 -1.396814 0.552 0.071 -0.303
H 0.431740 0.912031 -1.408253 0.389 0.097 0.637
H 0.198521 2.329815 0.914438 1.442 2.642 0.531
H 1.456597 -0.504022 1.554494 1.129 -0.223 -0.259
```
Positions in Å, forces in eV/Å.

Output
- multiplicity = 1
- SMILES = C[P@@H](=N)S
- electronic energy (Ha) = -835.9636

natural (NBO) population analysis, charges in e, atoms 1 to 8:
1. C -0.946
2. P 1.392
3. N -1.264
4. S -0.332
5. H 0.241
6. H 0.253
7. H 0.244
8. H -0.107

---

Here are the calculated F_max numbers, same order: 0.45; 2.29; 4.10 (eV/Å).
Here are the calculated ΔE to the lowest compared entry with this formula, charge and spin numbers, same order: 36.29; 28.82; 101.50 (kJ/mol).
Here are the calculated Kohn-Sham gap numbers, same order: 12.18; 9.39; 10.10 (eV).